(1)
C9H24BaO9 as an isolated structure, computed with the ωB97M-V functional and the def2-TZVPD basis.

Element x y z (Å)
1 Ba -0.81 -0.50 -0.06
2 C 1.69 -1.22 -2.39
3 O 0.27 -0.98 -2.57
4 H 2.03 -1.02 -1.37
5 H 1.91 -2.26 -2.60
6 H 2.27 -0.65 -3.13
7 H 0.10 -1.09 -3.51
8 C 2.39 1.85 -0.62
9 O 1.60 0.94 0.20
10 H 2.34 1.75 -1.71
11 H 1.94 2.84 -0.53
12 H 3.43 1.98 -0.30
13 H 1.91 1.04 1.11
14 C -4.13 -0.06 0.69
15 O -3.07 -0.61 1.45
16 H -3.98 -0.44 -0.33
17 H -5.13 -0.30 1.04
18 H -3.86 0.99 0.59
19 H -3.32 -0.74 2.37
20 C 0.72 -5.48 -0.18
21 O 1.88 -4.73 0.19
22 C 1.78 -3.48 0.43
23 O 0.86 -2.74 0.11
24 O 2.90 -3.11 1.01
25 C 3.11 -1.84 1.55
26 H -0.01 -4.86 -0.70
27 H 0.30 -5.85 0.76
28 H 1.15 -6.36 -0.66
29 H 4.15 -1.53 1.44
30 H 3.03 -1.93 2.63
31 H 2.54 -0.97 1.23
32 C -1.80 3.23 2.62
33 O -2.01 3.91 1.39
34 C -1.55 3.35 0.25
35 O -1.39 2.11 0.07
36 O -1.44 4.30 -0.61
37 C -1.59 3.94 -1.97
38 H -0.75 2.95 2.61
39 H -2.38 2.33 2.80
40 H -2.01 3.81 3.52
41 H -1.74 4.86 -2.54
42 H -2.49 3.33 -1.97
43 H -0.84 3.22 -2.30

Summary:
LUMO level (alpha / beta)   -0.085 / -0.088 Eh
Charge   +1
Spin multiplicity   2
Strongest force on any atom   3.46 eV Å⁻¹

***

(2)
A 2-piece molecular cluster, C2H3N2S2 overall, computed with the ωB97M-V functional and the def2-TZVPD basis.

Element x y z (Å)
1 C -0.95 0.20 -0.52
2 C 2.35 -0.70 1.20
3 N 0.02 -0.17 0.05
4 N -2.01 0.58 -1.16
5 S 2.77 -1.79 0.18
6 S 1.93 0.28 2.41
7 H 0.77 0.19 0.96
8 H -3.03 0.45 -0.99
9 H -1.85 0.95 -2.12

Summary:
LUMO level   -0.165 Eh
Charge   +1
Spin multiplicity   1
ΔE to the lowest compared entry with this formula, charge and spin   134.5 kJ/mol
Strongest force on any atom   2.13 eV Å⁻¹

***

(3)
A 2-piece molecular cluster, CH4OS2 overall, computed with the ωB97M-V functional and the def2-TZVPD basis.

Element x y z (Å)
1 O 1.86 -1.22 0.41
2 C 1.55 -0.24 -0.40
3 S 1.73 1.33 -0.06
4 H 2.21 -0.87 1.25
5 H 1.15 -0.59 -1.35
6 S -2.34 0.87 0.17
7 H -3.65 1.08 0.26
8 H -2.52 -0.37 -0.28

Summary:
LUMO level (alpha / beta)   0.012 / 0.012 Eh
Spin multiplicity   1
ΔE to the lowest compared entry with this formula, charge and spin   10.5 kJ/mol
SMILES string   OC=S.S
Strongest force on any atom   0.94 eV Å⁻¹

***

(4)
A 2-piece molecular cluster, C3H6OS overall, computed with the ωB97M-V functional and the def2-TZVPD basis.

Element x y z (Å)
1 C -0.19 0.79 0.75
2 C 0.36 0.12 -0.43
3 C 0.35 -1.18 -1.04
4 H -1.76 0.00 1.74
5 H 0.16 0.24 1.60
6 H 0.61 1.77 0.85
7 H 0.05 0.61 -1.18
8 H 0.32 -1.83 -0.19
9 H -0.17 -1.19 -1.97
10 O -1.58 1.10 0.93
11 S 1.84 -0.42 -1.07

Summary:
LUMO level   -0.014 Eh
Spin multiplicity   1
ΔE to the lowest compared entry with this formula, charge and spin   558.8 kJ/mol
Strongest force on any atom   7.77 eV Å⁻¹

***

(5)
A 2-piece molecular cluster, C4H12N2O overall, computed with the ωB97M-V functional and the def2-TZVPD basis.

Element x y z (Å)
1 C -0.42 -1.61 -0.56
2 C 0.95 -1.33 -1.15
3 C 1.33 0.12 -0.99
4 N 1.45 0.42 0.43
5 C 0.77 1.30 0.99
6 N -0.17 2.20 0.46
7 H -0.41 -1.61 0.53
8 H -1.15 -0.89 -0.93
9 H -0.81 -2.63 -0.70
10 H 1.74 -1.92 -0.67
11 H 0.92 -1.63 -2.20
12 H 0.66 0.85 -1.47
13 H 2.31 0.36 -1.41
14 H 0.69 1.35 2.08
15 H -1.02 2.18 1.00
16 H -0.37 2.58 -0.46
17 O -2.30 0.35 1.89
18 H -1.46 0.41 1.43
19 H -2.69 -0.51 1.73

Summary:
LUMO level   0.032 Eh
Spin multiplicity   1
ΔE to the lowest compared entry with this formula, charge and spin   157.0 kJ/mol
SMILES string   CCC/N=C\N.O
Strongest force on any atom   1.69 eV Å⁻¹

***

(6)
A 2-piece molecular cluster, C10H24BN3O3P overall, computed with the ωB97M-V functional and the def2-TZVPD basis.

Element x y z (Å)
1 C -2.34 -0.70 -3.59
2 O -1.40 0.17 -4.20
3 B -1.13 1.37 -3.56
4 O -0.79 2.40 -4.43
5 P -1.06 1.65 -1.60
6 C -0.79 1.92 0.30
7 C -0.41 0.68 1.12
8 C 0.93 0.73 1.86
9 C 2.17 1.12 1.06
10 N 2.42 0.34 -0.14
11 C 2.01 -0.93 -0.41
12 C 2.52 -1.30 -1.63
13 C 3.26 -0.20 -2.12
14 C 3.17 0.79 -1.18
15 H -1.85 -1.55 -3.12
16 H -2.92 -0.18 -2.82
17 H -3.01 -1.08 -4.37
18 H -0.23 2.05 -5.14
19 H -2.56 1.96 -1.48
20 H -0.81 3.10 -1.81
21 H 0.43 1.39 -1.73
22 H -1.31 0.20 -1.34
23 H -0.04 2.71 0.40
24 H -1.73 2.33 0.67
25 H -1.16 0.56 1.91
26 H -0.48 -0.23 0.52
27 H 0.85 1.47 2.66
28 H 1.12 -0.23 2.32
29 H 2.17 2.17 0.79
30 H 3.04 0.96 1.72
31 H 1.40 -1.49 0.28
32 H 2.36 -2.25 -2.12
33 H 3.77 -0.17 -3.07
34 H 3.61 1.78 -1.20
35 C -1.11 -2.36 4.15
36 O -0.45 -1.58 3.49
37 N -1.19 -3.70 3.86
38 N -1.84 -1.96 5.25
39 H -1.73 -4.35 4.39
40 H -0.68 -4.02 3.06
41 H -1.81 -0.98 5.48
42 H -2.39 -2.58 5.80

Summary:
LUMO level   0.085 Eh
Charge   -1
Spin multiplicity   1
Strongest force on any atom   0.83 eV Å⁻¹

***

(7)
The molecule C7H8, computed with the ωB97M-V functional and the def2-TZVPD basis.

Element x y z (Å)
1 C 1.49 1.85 0.51
2 C 0.60 0.66 -0.03
3 C -0.74 0.89 -0.27
4 C -1.69 -0.09 -0.19
5 C -1.18 -1.39 0.05
6 C 0.15 -1.68 -0.18
7 C 1.09 -0.66 -0.02
8 H 1.16 2.78 0.06
9 H 2.53 1.62 0.03
10 H 1.38 1.88 1.60
11 H -1.00 1.94 -0.32
12 H -2.76 0.09 -0.20
13 H -1.87 -2.12 0.44
14 H 0.53 -2.65 -0.53
15 H 2.12 -0.80 -0.35

Summary:
LUMO level   0.039 Eh
Spin multiplicity   1
ΔE to the lowest compared entry with this formula, charge and spin   119.0 kJ/mol
SMILES string   Cc1ccccc1
Strongest force on any atom   3.49 eV Å⁻¹

***

(8)
CH5FN2 as an isolated structure, computed with the ωB97M-V functional and the def2-TZVPD basis.

Element x y z (Å)
1 C 0.44 -0.30 0.06
2 N -0.72 -0.73 0.68
3 N 0.44 1.02 -0.28
4 F 0.52 -1.01 -1.50
5 H 1.38 -0.67 0.31
6 H -1.65 -0.23 0.50
7 H -0.63 -1.53 1.28
8 H 1.28 1.55 -0.67
9 H -0.39 1.22 -0.82

Summary:
LUMO level   0.036 Eh
Spin multiplicity   1
ΔE to the lowest compared entry with this formula, charge and spin   25.6 kJ/mol
Strongest force on any atom   3.35 eV Å⁻¹

***

(9)
A 5-piece molecular cluster, C16H24N3O6 overall, computed with the ωB97M-V functional and the def2-TZVPD basis.

Element x y z (Å)
1 N -0.37 -0.12 0.48
2 H -0.14 0.79 0.00
3 H -0.88 -0.72 -0.16
4 H -0.71 -0.01 1.44
5 H 0.59 -0.49 0.68
6 C 2.54 -4.09 0.87
7 C 1.51 -2.95 0.92
8 O 1.95 -1.73 0.47
9 H 3.43 -3.90 1.47
10 H 2.74 -4.27 -0.19
11 H 2.07 -5.03 1.19
12 H 1.14 -2.87 1.97
13 H 0.59 -3.34 0.44
14 C -1.40 4.25 -1.12
15 C -1.03 2.74 -1.07
16 O 0.12 2.46 -0.37
17 H -1.38 4.69 -0.12
18 H -2.45 4.26 -1.44
19 H -0.78 4.88 -1.77
20 H -0.97 2.36 -2.11
21 H -1.95 2.34 -0.58
22 C -2.39 4.87 2.88
23 C -1.36 4.31 2.14
24 C -0.85 3.08 2.51
25 C -1.24 2.45 3.69
26 C -2.28 3.01 4.42
27 C -2.83 4.22 4.03
28 N -0.67 1.16 4.03
29 O -0.20 0.50 3.13
30 O -0.68 0.85 5.20
31 H -2.75 5.87 2.66
32 H -0.93 4.88 1.33
33 H -0.08 2.72 1.83
34 H -2.73 2.45 5.23
35 H -3.59 4.65 4.67
36 C 2.89 -4.09 -3.91
37 C 1.81 -4.13 -4.78
38 C 0.65 -3.43 -4.51
39 C 0.59 -2.65 -3.35
40 C 1.61 -2.70 -2.42
41 C 2.81 -3.37 -2.73
42 N -0.67 -2.04 -2.92
43 O -0.86 -1.93 -1.73
44 O -1.47 -1.74 -3.78
45 H 3.85 -4.49 -4.23
46 H 1.90 -4.52 -5.79
47 H -0.19 -3.57 -5.17
48 H 1.46 -2.20 -1.46
49 H 3.59 -3.38 -1.98

Summary:
LUMO level   0.068 Eh
Charge   -1
Spin multiplicity   1
ΔE to the lowest compared entry with this formula, charge and spin   5.6 kJ/mol
Strongest force on any atom   1.70 eV Å⁻¹

***

(10)
A 2-piece molecular cluster, C3H9NO2 overall, computed with the ωB97M-V functional and the def2-TZVPD basis.

Element x y z (Å)
1 C 0.73 2.61 -2.50
2 C 0.13 1.47 -2.17
3 O 0.24 0.91 -0.91
4 H 0.18 3.27 -3.17
5 H 1.50 3.07 -1.90
6 H -0.59 0.96 -2.79
7 H 1.18 0.75 -0.68
8 N -1.36 -1.55 2.06
9 C 0.02 -1.42 1.60
10 O 0.78 -2.60 1.88
11 H -1.97 -1.51 1.25
12 H -1.55 -0.81 2.70
13 H 0.52 -0.68 2.22
14 H 0.05 -1.15 0.55
15 H 0.13 -3.31 1.85

Summary:
LUMO level   0.031 Eh
Spin multiplicity   1
ΔE to the lowest compared entry with this formula, charge and spin   263.6 kJ/mol
SMILES string   C=CO.NCO
Strongest force on any atom   1.34 eV Å⁻¹

***

(11)
C19H15N3O2RhS as an isolated structure, computed with the ωB97M-V functional and the def2-TZVPD basis.

Element x y z (Å)
1 Rh 11.91 4.83 5.14
2 O 16.46 4.64 4.56
3 C 16.70 4.48 5.87
4 C 18.02 4.45 6.29
5 C 18.37 4.27 7.61
6 C 17.38 4.19 8.60
7 C 16.08 4.29 8.24
8 C 15.72 4.36 6.88
9 C 14.32 4.43 6.56
10 O 13.91 4.60 5.35
11 N 13.38 4.22 7.57
12 N 12.18 4.45 7.07
13 C 11.06 3.98 7.71
14 C 9.87 4.21 7.01
15 C 8.59 3.97 7.60
16 C 7.47 4.37 6.96
17 C 7.55 5.00 5.72
18 C 8.81 5.16 5.13
19 N 9.92 4.76 5.77
20 H 15.53 4.75 4.37
21 H 18.77 4.45 5.51
22 H 19.41 4.15 7.89
23 H 17.69 4.05 9.61
24 H 15.22 4.21 8.94
25 H 11.07 3.48 8.69
26 H 8.52 3.53 8.59
27 H 6.52 4.13 7.34
28 H 6.65 5.32 5.19
29 H 8.95 5.41 4.07
30 S 11.76 5.82 3.21
31 C 11.92 7.22 4.28
32 C 10.76 7.79 4.78
33 C 10.84 8.85 5.65
34 C 12.06 9.31 6.07
35 C 13.23 8.71 5.60
36 C 13.18 7.65 4.71
37 H 9.77 7.47 4.43
38 H 9.98 9.33 6.07
39 H 12.13 10.14 6.74
40 H 14.21 9.04 5.95
41 H 14.09 7.27 4.28

Summary:
LUMO level (alpha / beta)   -0.125 / -0.216 Eh
Charge   +1
Spin multiplicity   5
Strongest force on any atom   1.88 eV Å⁻¹

***

(12)
The molecule C4H10S, computed with the ωB97M-V functional and the def2-TZVPD basis.

Element x y z (Å)
1 C -1.04 -0.15 -1.00
2 C 0.07 0.29 -0.02
3 C 1.28 -0.30 -0.57
4 C -0.17 -0.32 1.32
5 S 0.19 2.18 0.36
6 H -2.06 0.21 -0.82
7 H -0.71 0.21 -1.90
8 H -0.91 -1.20 -1.20
9 H 2.15 -0.67 0.08
10 H 1.85 0.22 -1.24
11 H 1.04 -1.19 -1.12
12 H -1.17 -0.43 1.76
13 H 0.19 -1.34 1.36
14 H 0.38 0.21 2.09
15 H -1.10 2.28 0.90

Summary:
LUMO level   0.030 Eh
Spin multiplicity   1
ΔE to the lowest compared entry with this formula, charge and spin   101.9 kJ/mol
SMILES string   CC(C)(C)S
Strongest force on any atom   4.28 eV Å⁻¹

***

- What is the formula in the ninth record?
  C16H24N3O6

***

- The highest strongest force on any atom belongs to which entry?
  C3H6OS